Molecular formula: C20H30N2O5S
Method: DFT, ωB97M-V/def2-TZVPD

As for the LUMO energy: 0.70 eV. As for the energy relative to the best compared isomer or geometry (same formula, charge and spin): 53.2 kcal per mole. Its structure (SMILES) is COc1ccc(OC)c(S(=O)(=O)N2CCC(C(=O)N3CCCCCC3)CC2)c1. Its total energy is -1663.9894 hartree.

The geometry in XYZ format:
```
58
Properties=species:S:1:pos:R:3:forces:R:3:mulliken_charge:R:1
C 3.45300 -3.43498 1.82876 0.07 -0.01 0.16 -0.78
O 2.95615 -3.53314 0.51305 -0.08 -0.09 -0.22 -0.49
C 2.61064 -2.39299 -0.13067 -0.10 0.36 -0.15 0.60
C 2.09894 -2.53896 -1.42380 0.12 -0.03 0.22 -0.78
C 1.72612 -1.43784 -2.16047 0.00 0.25 0.11 -0.33
C 1.84287 -0.15177 -1.63113 0.01 0.03 -0.15 -0.50
O 1.39379 0.93660 -2.34326 -0.18 -0.38 0.26 -0.26
C 2.30492 1.42817 -3.31292 0.24 0.17 -0.16 -0.93
C 2.35467 -0.01423 -0.35121 -0.03 0.76 -0.05 0.08
S 2.56206 1.59627 0.43048 0.17 0.38 0.22 1.36
O 2.95127 2.56120 -0.55419 -0.31 -0.16 -0.19 -0.73
O 3.43659 1.39672 1.55259 -0.22 -0.30 0.04 -0.78
N 1.10743 2.08108 1.05662 0.99 -0.22 -0.36 0.18
C 0.66140 1.43998 2.26789 -0.05 -0.48 0.56 -1.22
C -0.24536 0.24229 1.99358 -0.08 0.22 0.02 -0.62
C -1.43162 0.66372 1.11934 0.17 -0.33 -0.19 0.85
C -2.20297 -0.58986 0.71389 0.03 0.41 0.38 -0.08
O -1.59908 -1.53853 0.24163 0.21 -0.18 -0.25 -0.71
N -3.54593 -0.63325 0.87925 -0.22 -0.30 0.10 0.09
C -4.40250 0.42271 1.36590 -0.06 0.63 0.01 -0.97
C -4.90909 1.34558 0.25411 -0.19 -0.27 0.21 -0.20
C -5.59955 0.59117 -0.88283 0.26 0.21 -0.11 -0.86
C -4.63384 -0.27584 -1.69735 -0.21 -0.21 0.01 -0.38
C -4.45672 -1.70442 -1.17666 0.13 0.10 0.04 -0.72
C -4.23305 -1.79347 0.34075 0.08 -0.37 -0.22 -1.00
C -0.90602 1.31691 -0.16620 0.04 0.17 0.15 -0.10
C 0.05814 2.46263 0.14554 -0.35 0.11 -0.62 -1.52
C 2.73408 -1.11295 0.39765 0.18 -0.51 0.24 -0.16
H 4.37725 -2.85090 1.86611 -0.03 0.00 0.00 0.33
H 3.65741 -4.45779 2.14107 0.00 0.10 0.03 0.25
H 2.71418 -2.98969 2.50166 0.01 0.01 -0.02 0.30
H 1.99877 -3.53447 -1.82550 -0.02 -0.12 -0.06 0.47
H 1.31950 -1.55788 -3.15317 -0.06 0.01 -0.10 0.52
H 1.75075 2.16095 -3.89618 0.07 -0.01 -0.05 0.28
H 3.15242 1.91360 -2.82184 -0.06 -0.06 -0.08 0.31
H 2.65891 0.62499 -3.96704 -0.06 0.03 0.02 0.36
H 0.12171 2.18594 2.86457 0.09 0.00 -0.03 0.39
H 1.55866 1.14389 2.81146 -0.21 0.04 0.19 0.53
H 0.30627 -0.53960 1.46884 -0.06 -0.01 0.07 -0.06
H -0.60641 -0.16793 2.93942 0.04 -0.05 0.02 0.62
H -2.04237 1.38386 1.66543 -0.04 -0.01 -0.01 0.58
H -3.88727 1.00919 2.12841 -0.08 -0.09 -0.01 0.37
H -5.26093 -0.05155 1.85269 0.11 0.04 0.01 0.48
H -5.60964 2.05700 0.69700 0.03 0.09 0.03 0.43
H -4.07100 1.91345 -0.15496 0.04 0.08 0.00 0.09
H -6.05111 1.33224 -1.54612 -0.08 -0.04 0.03 0.40
H -6.40815 -0.02449 -0.48430 -0.15 -0.01 0.01 0.34
H -3.65878 0.21469 -1.72958 0.04 0.05 -0.08 0.04
H -4.99227 -0.34375 -2.72661 0.09 0.04 -0.03 0.42
H -3.59709 -2.14090 -1.68592 -0.04 -0.10 -0.01 0.35
H -5.33569 -2.30138 -1.42688 -0.01 -0.05 -0.04 0.42
H -5.18675 -1.88996 0.86251 0.06 0.04 0.02 0.49
H -3.62489 -2.67411 0.56058 -0.16 0.06 0.02 0.37
H -0.39981 0.55504 -0.75779 -0.09 0.01 0.00 0.04
H -1.73550 1.70775 -0.75951 0.00 -0.01 -0.07 0.28
H -0.48973 3.29953 0.59710 0.08 -0.02 -0.03 0.44
H 0.54531 2.80844 -0.76594 -0.23 0.13 0.00 0.46
H 3.13582 -0.92008 1.37867 0.08 -0.12 0.12 0.70
```
Forces are in eV/Å.

---

Molecular formula: C20H21N2O3
Method: DFT, ωB97M-V/def2-TZVPD

As for the LUMO energy: 2.30 eV. Its total energy is -1109.9331 hartree. As for the total charge: -1.

The geometry in XYZ format:
```
46
Properties=species:S:1:pos:R:3:forces:R:3:mulliken_charge:R:1
C -0.91258 0.78028 0.63052 -1.35 0.48 0.41 0.68
C -1.95360 0.05190 1.14895 0.84 0.89 -0.44 1.46
C -3.03858 -0.42669 0.36184 -2.30 -0.86 -1.81 -0.38
N -4.01768 -0.68741 -0.22442 2.05 0.64 1.40 -0.66
C -2.19153 -0.03151 2.55475 -0.43 -0.16 2.89 -0.39
N -2.38884 -0.09409 3.70999 0.38 0.10 -2.60 -0.67
C -0.15084 1.67916 1.50641 0.97 0.25 0.95 0.24
C 0.35769 1.22424 2.74345 -0.03 0.15 -0.40 -0.17
C 0.93304 2.10971 3.65057 -0.03 0.25 -0.19 -0.83
C 0.99388 3.47875 3.35645 -0.15 -0.26 -0.26 -0.38
C 0.52583 3.94553 2.11821 0.16 -0.29 0.17 -0.62
C -0.00153 3.05076 1.18693 -0.28 -0.64 0.00 -0.41
H -0.80293 0.91991 -0.44591 -0.37 -0.23 0.51 -0.05
H 0.28647 0.15905 2.97307 0.11 0.38 -0.03 0.44
H 1.32292 1.72765 4.59564 -0.13 0.16 -0.25 0.37
H 1.40234 4.17512 4.09070 -0.09 -0.17 -0.25 0.35
H 0.57874 5.00994 1.88076 0.00 -0.33 0.05 0.37
H -0.37176 3.39229 0.21520 0.15 0.00 0.35 0.38
C 2.21306 -2.69365 2.46579 0.28 0.01 0.12 -1.17
C 0.98200 -2.96507 1.64572 -0.03 0.28 -0.18 -0.30
O 0.91339 -1.97565 0.60677 0.69 -0.66 1.05 -0.21
C -0.25107 -2.07127 -0.08331 -1.18 1.83 -2.36 -0.10
C -0.25018 -1.15381 -1.25709 -1.40 -2.32 0.62 1.34
C -1.19351 -1.56284 -2.28647 0.73 0.56 0.56 -0.10
O -2.23838 -2.15447 -2.05655 -0.50 -0.33 -0.62 -0.70
C -0.83732 -1.20355 -3.74262 -0.26 -0.26 0.22 -0.94
C -1.04248 0.27617 -4.02499 0.00 0.30 -0.24 -0.85
C -0.19343 1.19654 -3.13647 0.28 0.17 -0.17 -0.25
C 1.12192 0.54752 -2.68715 0.12 0.13 0.11 -1.17
C 1.03796 -0.50923 -1.56455 1.26 -0.20 -0.16 -0.51
O -1.15311 -2.80145 0.29038 0.29 -0.10 0.36 -0.68
H 2.27238 -3.43374 3.26828 0.06 0.07 0.03 0.39
H 3.12267 -2.77672 1.85834 -0.15 0.09 0.11 0.30
H 2.17417 -1.69365 2.91597 0.05 -0.18 -0.11 0.21
H 1.02974 -3.95292 1.16293 -0.15 0.16 0.31 0.36
H 0.06802 -2.89343 2.24943 0.24 -0.24 -0.12 0.30
H 0.19827 -1.50875 -3.94606 -0.15 0.10 -0.07 0.37
H -1.50284 -1.77749 -4.39530 0.10 -0.06 0.16 0.38
H -0.79811 0.46599 -5.08027 0.00 0.02 0.12 0.32
H -2.10380 0.53849 -3.90594 0.18 -0.18 -0.02 0.37
H 0.05714 2.10747 -3.70230 -0.13 -0.12 0.13 0.50
H -0.78854 1.53629 -2.28086 0.15 -0.11 -0.02 0.06
H 1.60876 0.06152 -3.54344 -0.18 0.35 -0.06 0.42
H 1.81558 1.33161 -2.34905 -0.13 -0.09 -0.15 0.42
H 1.43324 -0.06859 -0.63392 0.01 -0.11 -0.33 0.12
H 1.73346 -1.32991 -1.84039 0.34 0.50 0.19 0.39
```
Forces are in eV/Å.

---

Molecular formula: C6H6O
Method: DFT, ωB97M-V/def2-TZVPD

As for the LUMO energy: 0.53 eV. As for the energy relative to the best compared isomer or geometry (same formula, charge and spin): 97.7 kcal per mole. Its structure (SMILES) is OC=C=CC1=CC1. Its total energy is -307.3077 hartree.

The geometry in XYZ format:
```
13
Properties=species:S:1:pos:R:3:forces:R:3:mulliken_charge:R:1
O -2.60212 -0.82473 1.64020 0.14 -0.23 0.05 -0.49
C -2.27861 -0.03673 0.57321 0.11 0.19 -0.34 0.01
C -1.32729 -0.27149 -0.29382 -0.02 0.01 0.12 -0.09
C -0.28285 -0.48145 -1.06599 -0.08 0.02 0.07 -0.64
C 1.02240 0.03121 -0.70282 0.23 -0.01 -0.04 0.37
C 2.31114 0.09945 -0.83184 -0.19 -0.12 -0.14 -0.33
C 1.72246 0.90489 0.29001 -0.03 0.21 0.28 -0.50
H -1.96874 -1.55496 1.67794 -0.14 0.08 0.05 0.31
H -2.92556 0.83280 0.50635 0.10 -0.10 -0.05 0.32
H -0.36781 -1.05923 -1.98665 0.00 0.07 0.15 0.33
H 3.22117 -0.19936 -1.32843 -0.16 0.05 0.06 0.35
H 1.83347 0.56747 1.32562 0.01 0.01 -0.18 0.18
H 1.64235 1.99213 0.19621 0.02 -0.18 -0.01 0.18
```
Forces are in eV/Å.

---

Molecular formula: C7H3F6N3O8S2Ta
Method: DFT, ωB97M-V/def2-TZVPD

As for the LUMO energy: -12.24 eV. As for the energy relative to the best compared isomer or geometry (same formula, charge and spin): 44.9 kcal per mole. Its total energy is -2486.1885 hartree. As for the total charge: +3.

The geometry in XYZ format:
```
30
Properties=species:S:1:pos:R:3:forces:R:3:mulliken_charge:R:1
Ta 0.19211 0.27633 0.07649 0.04 0.74 0.04 1.97
F -2.43119 6.07246 3.90561 -0.01 -0.02 -0.01 0.05
C -1.46116 6.58609 3.34100 -0.06 0.48 0.27 0.86
F -0.33500 6.48094 3.83371 0.01 -0.01 -0.01 0.05
F -1.61855 7.20738 2.28683 0.00 -0.02 -0.01 0.05
S -0.98656 2.52786 0.80156 0.21 -0.49 -0.24 0.61
O -0.85185 1.07555 1.53199 -0.23 -0.05 -0.06 -0.51
O 0.36083 2.13088 -0.22946 -0.22 -0.03 0.06 -0.54
N -2.29150 2.46864 -0.00052 0.07 0.07 0.00 -0.18
S -2.77937 1.09867 -0.72187 -0.11 -0.07 -0.13 0.98
O -1.48341 0.36974 -1.10427 -0.15 -0.48 0.18 -0.63
O -3.71279 1.28209 -1.74950 0.12 0.16 -0.06 -0.43
C -3.51935 -0.05177 0.63042 -0.01 -0.04 -0.06 0.79
F -4.59457 -0.56206 0.12878 -0.01 0.02 -0.01 -0.12
F -2.60444 -0.99770 0.86014 -0.05 0.02 0.08 -0.22
F -3.74251 0.65215 1.70674 0.00 0.00 0.01 -0.18
O 4.39619 -4.06168 -0.47710 0.02 -0.03 -0.02 -0.43
C 3.54351 -4.01777 -1.48145 -0.03 0.01 0.01 0.52
O 3.59869 -4.71346 -2.44498 0.00 -0.01 0.00 -0.44
C 2.39579 -3.01683 -1.44251 0.03 0.02 -0.02 0.65
C 1.45195 -2.99902 -2.48682 -0.01 0.00 -0.01 -0.20
N 0.58030 -2.03098 -2.25208 -0.03 -0.04 0.02 0.00
N 0.86852 -1.37158 -1.10566 0.00 0.08 -0.07 -0.25
C 1.99343 -1.99725 -0.61829 -0.01 -0.03 0.03 -0.34
C 2.51333 -1.44377 0.65470 -0.01 -0.02 -0.10 0.91
O 3.43854 -1.76532 1.29170 -0.02 -0.02 0.03 -0.41
O 1.65405 -0.35542 1.00447 0.46 -0.27 0.08 -0.66
H 4.23777 -3.43370 0.24149 -0.01 0.03 0.02 0.34
H 1.40348 -3.63901 -3.35847 0.00 0.00 0.00 0.56
H -0.21624 -1.77146 -2.82266 0.00 0.01 -0.01 0.23
```
Forces are in eV/Å.

---

Molecular formula: C3H7Cl3Si
Method: DFT, ωB97M-V/def2-TZVPD

As for the LUMO energy: 0.59 eV. As for the energy relative to the best compared isomer or geometry (same formula, charge and spin): 0.0 kcal per mole. Its structure (SMILES) is CCC[Si](Cl)(Cl)Cl. Its total energy is -1788.7450 hartree.

The geometry in XYZ format:
```
14
Properties=species:S:1:pos:R:3:forces:R:3:mulliken_charge:R:1
C 0.00434 -0.01577 1.71471 0.59 0.38 0.03 -1.07
C -1.05727 -0.09197 0.61458 -1.08 -0.01 0.33 -0.25
C -0.55887 -0.55675 -0.75361 1.95 0.63 0.38 -0.75
Si 0.93503 0.38085 -1.46660 0.08 -0.21 -0.43 0.75
Cl 0.47523 2.37414 -1.69059 0.13 -0.28 0.11 -0.25
Cl 1.52785 -0.31421 -3.37803 -0.49 0.29 1.12 -0.27
Cl 2.62771 0.18608 -0.27329 -0.39 0.06 -0.57 -0.25
H -0.38957 0.29349 2.69327 -0.18 -0.22 -0.37 0.32
H 0.78533 0.72831 1.46867 -0.48 -0.30 0.12 0.24
H 0.54149 -0.96839 1.84702 -0.29 0.20 -0.06 0.31
H -1.87205 -0.80125 0.93253 0.68 0.65 -0.27 0.28
H -1.54815 0.89141 0.46947 0.25 -0.40 0.28 0.25
H -0.15364 -1.55086 -0.68201 0.02 -0.79 0.02 0.31
H -1.31743 -0.55509 -1.49613 -0.80 0.01 -0.69 0.38
```
Forces are in eV/Å.

---

Molecular formula: C3H9N3O
Method: DFT, ωB97M-V/def2-TZVPD

As for the LUMO energy (alpha / beta): 0.45 / 0.45 eV. As for the energy relative to the best compared isomer or geometry (same formula, charge and spin): 197.8 kcal per mole. Its total energy is -358.9292 hartree.

The geometry in XYZ format:
```
16
Properties=species:S:1:pos:R:3:forces:R:3:mulliken_charge:R:1
C -1.37721 0.17929 1.78468 0.01 -0.26 0.09 -0.71
N -0.19087 -0.36726 -0.98775 2.42 -2.05 -3.94 -0.20
N -0.73416 0.95010 0.75301 2.31 -0.14 -0.12 -0.50
C 0.67953 0.29686 -0.25841 -4.10 3.70 4.79 0.64
N 1.43559 -0.79337 -1.97764 -1.97 -0.30 0.18 -0.69
C 1.71239 1.08658 -0.04621 0.52 -0.82 -0.45 -0.76
O -0.70599 -1.54770 -0.47101 0.36 0.46 0.19 -0.32
H -1.60400 -1.54263 -0.83654 0.23 -0.10 -0.01 0.38
H -1.33745 1.62220 0.28704 0.30 -0.43 -0.25 0.19
H 1.01482 -0.71596 -2.90395 0.12 -0.10 0.00 0.25
H 1.46997 -1.79076 -1.77114 -0.08 -0.09 -0.08 0.26
H -0.70090 -0.55798 2.22346 0.17 0.10 -0.18 0.26
H -2.25470 -0.39578 1.45351 -0.09 0.05 0.01 0.21
H -1.68379 0.81381 2.62844 -0.08 0.04 -0.17 0.30
H 2.63364 0.89961 -0.57783 -0.02 0.14 -0.05 0.36
H 1.64311 1.86300 0.70033 -0.11 -0.18 0.00 0.32
```
Forces are in eV/Å.

---

> What is the formula in the third record?

C6H6O